P.
{
  "formula": "C5H9NOS",
  "method": "ωB97M-V/def2-TZVPD",
  "symbols": ["C", "C", "C", "C", "C", "H", "H", "H", "H", "H", "H", "H", "H", "H", "N", "O", "S"],
  "positions_angstrom": [[0.70, -0.32, -0.73], [0.74, -0.38, 0.81], [-0.71, -0.40, 1.09], [-1.12, 0.83, 0.27], [-0.81, -0.12, -0.87], [1.14, 1.13, -2.79], [1.11, -1.12, -1.34], [1.24, -1.37, 1.16], [2.65, 0.17, 1.42], [-0.96, -0.38, 2.11], [-2.16, 1.28, 0.49], [-0.35, 1.68, 0.50], [-1.15, -0.20, -1.92], [-2.26, -1.37, -0.13], [-1.19, -1.32, -0.01], [1.59, 0.68, 1.33], [1.56, 1.22, -1.38]],
  "mulliken_charge": [-0.203, -0.268, -0.391, -0.376, -0.427, 0.127, 0.443, 0.292, 0.400, 0.493, 0.317, 0.189, 0.492, 0.309, -0.566, -0.594, -0.237],
  "homo_lumo_gap_ev": 9.2347,
  "molar_mass_g_mol": 131.200,
  "homo_ev": -8.776,
  "e_lumo_ha": 0.017,
  "total_charge": 0
}

=====

Q.
{
  "formula": "C5H9NOS",
  "method": "ωB97M-V/def2-TZVPD",
  "symbols": ["C", "C", "C", "S", "C", "N", "H", "H", "H", "H", "H", "H", "H", "C", "O", "H", "H"],
  "positions_angstrom": [[2.12, 0.09, 0.54], [0.69, 0.50, 0.31], [-0.21, -0.57, 0.01], [-0.13, -1.73, -1.43], [-1.12, -0.89, 0.88], [-1.99, -0.97, 1.72], [2.62, 0.11, -0.43], [2.62, 0.83, 1.17], [2.09, -0.89, 0.97], [0.29, 0.87, 1.29], [0.61, 1.44, -0.25], [-1.23, -2.54, -1.23], [-2.95, -0.86, 1.52], [-2.46, 0.83, -0.70], [-3.33, 0.29, -0.08], [-2.07, 0.41, -1.62], [-1.86, 1.49, -0.11]],
  "mulliken_charge": [-1.289, -0.338, -0.145, -0.251, 0.341, -0.589, 0.320, 0.355, 0.383, 0.332, 0.363, 0.190, 0.320, 0.030, -0.490, 0.270, 0.198],
  "homo_lumo_gap_ev": 8.6472,
  "molar_mass_g_mol": 131.200,
  "homo_ev": -8.071,
  "e_lumo_ha": 0.021,
  "total_charge": 0
}

=====

R.
{
  "formula": "C5H9NOS",
  "method": "ωB97M-V/def2-TZVPD",
  "symbols": ["O", "C", "S", "C", "C", "C", "C", "N", "H", "H", "H", "H", "H", "H", "H", "H", "H"],
  "positions_angstrom": [[-0.97, 1.50, -0.99], [-0.95, 0.70, -0.06], [-2.25, -0.71, 0.11], [0.01, 0.85, 1.03], [1.30, -0.07, 0.87], [2.33, 0.50, -0.05], [1.77, -0.66, -1.05], [1.18, -1.32, 0.15], [-2.46, -0.22, -1.24], [0.67, 1.87, 1.06], [-0.69, 0.87, 2.16], [1.70, -0.12, 1.92], [3.39, 0.26, 0.35], [2.40, 1.63, -0.54], [1.04, -0.51, -1.78], [2.44, -1.33, -1.60], [0.33, -1.80, 0.27]],
  "mulliken_charge": [-0.502, 0.384, -0.288, -0.590, 0.184, -0.555, -0.531, -0.559, 0.192, 0.259, 0.301, 0.316, 0.288, 0.281, 0.266, 0.274, 0.280],
  "homo_lumo_gap_ev": 9.2722,
  "molar_mass_g_mol": 131.200,
  "homo_ev": -8.740,
  "e_lumo_ha": 0.020,
  "total_charge": 0
}

=====

S.
{
  "formula": "C5H9NOS",
  "method": "ωB97M-V/def2-TZVPD",
  "symbols": ["C", "C", "C", "C", "C", "N", "O", "S", "H", "H", "H", "H", "H", "H", "H", "H", "H"],
  "positions_angstrom": [[-0.04, 0.01, 0.33], [-1.53, 0.27, 0.07], [-2.33, -0.82, -0.64], [1.68, -1.46, 1.04], [1.30, 1.33, -0.56], [0.32, -1.01, 1.00], [-1.96, 1.34, 0.46], [1.10, 2.94, 0.15], [-2.96, -1.47, -0.04], [-3.09, -0.18, -1.26], [-1.81, -1.51, -1.36], [1.72, -2.33, 1.59], [2.50, -0.78, 1.44], [1.85, -1.59, -0.01], [2.27, 0.87, -0.31], [1.09, 1.28, -1.71], [-0.13, 3.12, -0.21]],
  "mulliken_charge": [0.517, 0.509, -0.986, -0.846, -0.588, -0.483, -0.505, -0.159, 0.295, 0.287, 0.303, 0.300, 0.227, 0.393, 0.307, 0.318, 0.108],
  "homo_lumo_gap_ev": 8.5611,
  "molar_mass_g_mol": 131.200,
  "homo_ev": -8.216,
  "e_lumo_ha": 0.013,
  "total_charge": 0
}

=====

Which one is most stable, and which one is least stable? S is the most stable of them, while R is the least stable.

=====

P.
{
  "formula": "C3H9O2",
  "method": "ωB97M-V/def2-TZVPD",
  "symbols": ["C", "O", "C", "C", "H", "H", "H", "H", "H", "H", "H", "H", "H", "O"],
  "positions_angstrom": [[1.44, -0.88, 0.75], [2.62, -1.49, 0.68], [1.08, 0.13, -0.41], [0.41, 1.42, 0.21], [0.49, -1.51, 0.87], [1.29, -0.28, 1.70], [2.02, 0.61, -0.69], [0.39, -0.37, -1.08], [0.78, 2.25, -0.45], [-0.65, 1.68, 0.11], [0.75, 1.71, 1.20], [-2.89, -1.38, -1.29], [-3.91, -0.52, -0.60], [-3.80, -1.38, -0.98]],
  "mulliken_charge": [-0.321, -0.873, -0.241, -1.106, 0.082, 0.097, 0.241, 0.250, 0.263, 0.295, 0.320, 0.340, 0.312, -0.658],
  "homo_lumo_gap_ev": 5.4778,
  "molar_mass_g_mol": 77.103,
  "homo_ev": -2.071,
  "e_lumo_ha": 0.125,
  "total_charge": -1
}

=====

Q.
{
  "formula": "C3H9O2",
  "method": "ωB97M-V/def2-TZVPD",
  "symbols": ["C", "O", "C", "C", "H", "H", "H", "H", "H", "H", "H", "H", "H", "O"],
  "positions_angstrom": [[-0.57, -0.77, 0.48], [-1.87, -0.70, -0.17], [0.67, 0.22, 0.07], [1.12, 0.93, 1.19], [-0.58, -0.63, 1.67], [-0.13, -1.72, 0.08], [1.38, -0.35, -0.49], [0.28, 0.87, -0.77], [0.32, 1.56, 1.71], [1.53, 0.23, 1.98], [1.81, 1.68, 0.90], [-1.72, -0.20, -1.65], [-0.87, -0.96, -2.39], [-1.38, -0.18, -2.62]],
  "mulliken_charge": [-0.451, -0.896, -0.188, -1.341, 0.196, 0.169, 0.353, 0.258, 0.271, 0.295, 0.415, 0.404, 0.268, -0.753],
  "homo_lumo_gap_ev": 7.2399,
  "molar_mass_g_mol": 77.103,
  "homo_ev": -3.027,
  "e_lumo_ha": 0.155,
  "total_charge": -1
}

=====

Which one is most stable, and which one is least stable? Q is the most stable of them, while P is the least stable.

=====

P.
{
  "formula": "C2H8F6O10PtS2",
  "method": "ωB97M-V/def2-TZVPD",
  "symbols": ["Pt", "C", "F", "F", "F", "S", "O", "O", "O", "C", "F", "F", "F", "S", "O", "O", "O", "O", "H", "H", "O", "H", "H", "O", "H", "H", "O", "H", "H"],
  "positions_angstrom": [[-0.86, 1.08, 0.63], [5.51, -0.13, 3.63], [6.69, -0.60, 4.08], [4.66, 0.09, 4.63], [5.69, 1.00, 2.97], [4.80, -1.39, 2.43], [4.74, -2.60, 3.29], [3.45, -0.97, 1.97], [5.78, -1.47, 1.32], [-2.90, -3.61, -5.24], [-4.21, -3.54, -5.00], [-2.31, -4.32, -4.24], [-2.67, -4.16, -6.42], [-2.21, -1.79, -5.34], [-2.12, -1.37, -3.94], [-0.93, -1.93, -6.05], [-3.24, -1.07, -6.12], [-3.87, 3.92, 0.26], [-3.79, 4.87, 0.18], [-4.81, 3.76, 0.22], [1.87, 3.60, -1.33], [1.90, 4.51, -1.61], [2.70, 3.23, -1.62], [-4.03, -1.27, 2.11], [-4.07, -1.52, 3.03], [-4.87, -1.55, 1.75], [-0.23, 2.21, 4.46], [0.30, 2.91, 4.83], [-0.95, 2.11, 5.08]],
  "mulliken_charge": [0.673, 0.648, -0.206, -0.209, -0.217, 1.077, -0.567, -0.532, -0.561, 0.668, -0.207, -0.200, -0.193, 1.085, -0.432, -0.430, -0.420, -0.624, 0.315, 0.315, -0.631, 0.313, 0.324, -0.629, 0.318, 0.316, -0.616, 0.314, 0.311],
  "multiplicity": 3,
  "homo_lumo_gap_ev": [6.3413, 1.6499],
  "molar_mass_g_mol": 565.276,
  "homo_ev": [-9.966, -7.331],
  "e_lumo_ha": [-0.133, -0.209],
  "total_charge": 0
}

=====

Q.
{
  "formula": "C2H8F6O10PtS2",
  "method": "ωB97M-V/def2-TZVPD",
  "symbols": ["Pt", "C", "F", "F", "F", "S", "O", "O", "O", "C", "F", "F", "F", "S", "O", "O", "O", "O", "H", "H", "O", "H", "H", "O", "H", "H", "O", "H", "H"],
  "positions_angstrom": [[-0.08, -1.36, 0.24], [-1.68, 2.53, 0.88], [-2.19, 3.76, 0.58], [-0.34, 2.56, 0.96], [-2.07, 2.15, 2.08], [-2.27, 1.25, -0.42], [-1.82, 1.70, -1.78], [-1.68, -0.02, 0.03], [-3.72, 1.20, -0.28], [2.06, 2.29, -1.97], [3.10, 3.09, -1.99], [0.97, 2.91, -1.57], [1.86, 1.78, -3.23], [2.44, 0.92, -0.64], [1.31, 0.00, -0.57], [3.60, 0.31, -1.23], [2.61, 1.55, 0.68], [-1.04, -2.18, -1.55], [-1.04, -3.03, -1.99], [-1.71, -1.67, -2.01], [0.13, -0.47, 2.19], [-0.22, -1.06, 2.86], [0.27, 0.35, 2.65], [1.55, -2.62, 0.53], [1.81, -3.13, 1.30], [2.21, -2.84, -0.13], [-1.09, -3.08, 1.30], [-1.69, -2.90, 2.02], [-1.29, -3.98, 1.04]],
  "mulliken_charge": [2.938, 0.588, -0.221, -0.188, -0.230, 1.007, -0.650, -1.008, -0.651, 0.571, -0.200, -0.177, -0.229, 0.951, -1.165, -0.647, -0.679, -0.526, 0.231, 0.276, -0.570, 0.271, 0.249, -0.519, 0.276, 0.297, -0.523, 0.285, 0.243],
  "multiplicity": 3,
  "homo_lumo_gap_ev": [7.6272, 7.9921],
  "molar_mass_g_mol": 565.276,
  "homo_ev": [-9.060, -9.448],
  "e_lumo_ha": [-0.053, -0.053],
  "total_charge": 0
}

=====

Which one is most stable, and which one is least stable? Q is the most stable of them, while P is the least stable.